Entry from the Open Molecules 2025 dataset: a molecular structure, C32H75Br6N4O16P3 at a distorted geometry (ωB97M-V/def2-TZVPD).

CARTESIAN COORDINATES (ANGSTROEM)
C1 -1.4401 -1.1682 -6.6134
O1 -2.5672 -0.8227 -7.0789
N1 -1.2312 -2.1526 -5.6795
C2 0.0769 -2.3112 -5.0265
C3 -2.3190 -3.0419 -5.1017
H1 -0.4695 -0.9129 -7.0661
H2 0.8606 -1.8670 -5.6402
H3 0.3514 -3.3610 -5.1291
H4 0.1200 -2.1399 -3.9509
H5 -2.4613 -2.7360 -4.0652
H6 -3.2329 -2.8841 -5.6745
H7 -2.0314 -4.0911 -5.0335
C4 -0.0111 -0.1166 -1.4863
O2 0.8722 -0.6223 -0.7192
N2 -0.5956 1.1089 -1.3235
C5 -1.3522 1.8643 -2.2160
C6 -0.2033 1.8015 -0.0981
H8 -0.6002 -0.5600 -2.3040
H9 -1.4607 1.3006 -3.1425
H10 -1.1215 2.9031 -2.4525
H11 -2.3502 2.0136 -1.8039
H12 0.4460 2.6123 -0.4283
H13 -0.9029 2.3139 0.5623
H14 0.3754 1.1998 0.6027
C7 1.4694 4.5730 -3.0745
O3 1.2814 4.0001 -1.9842
N3 1.8891 3.8179 -4.1601
C8 2.2602 4.4265 -5.4690
C9 2.1577 2.3526 -4.0633
H15 1.4821 5.6405 -3.3439
H16 3.3226 4.6327 -5.3388
H17 1.7636 5.3966 -5.4497
H18 2.0056 3.8568 -6.3627
H19 3.1173 2.0882 -4.5076
H20 2.1426 1.8911 -3.0759
H21 1.5235 1.7675 -4.7294
C10 4.2989 -0.0647 0.5921
O4 5.3847 0.0554 -0.0149
N4 4.0859 -0.3331 1.8706
C11 2.8114 -0.0059 2.3779
C12 5.1158 -0.5480 2.8400
H22 3.3479 0.1606 0.0851
H23 2.0477 -0.0240 1.6004
H24 2.6722 0.8991 2.9693
H25 2.4863 -0.6439 3.1997
H26 5.8745 -1.1797 2.3780
H27 5.6666 0.2972 3.2528
H28 4.7643 -1.1599 3.6707
C13 -2.7762 3.5711 -5.8499
Br1 -2.6680 5.4305 -5.1802
Br2 -0.9736 2.8202 -5.5159
Br3 -3.0947 3.5375 -7.8709
H29 -3.5929 3.0528 -5.3476
C14 1.0915 5.0167 2.0026
Br4 2.4456 3.5354 1.9587
Br5 1.8468 6.8581 2.3709
Br6 0.0770 4.5892 3.5657
H30 0.4753 4.8442 1.1202
C15 1.6674 -3.3612 0.4397
C16 1.5880 -4.9160 0.1593
O5 2.5428 -5.8712 0.6705
P1 4.0365 -5.3837 0.9387
O6 4.7107 -4.4216 0.0235
O7 4.0987 -5.1366 2.5109
C17 4.6516 -4.0024 3.1147
C18 5.1155 -4.1404 4.6114
O8 4.8434 -6.7975 0.9246
C19 6.2717 -6.8003 0.9812
C20 6.6895 -7.2125 2.4461
H31 1.9295 -3.1923 1.4842
H32 2.4289 -2.8202 -0.1220
H33 0.7392 -2.8132 0.2779
H34 0.6313 -5.3262 0.4825
H35 1.5034 -4.9549 -0.9268
H36 5.4104 -3.6122 2.4364
H37 3.8973 -3.2170 3.1628
H38 5.7215 -5.0188 4.8335
H39 5.6556 -3.2353 4.8890
H40 4.2567 -4.3118 5.2604
H41 6.5252 -7.5883 0.2720
H42 6.7212 -5.9106 0.5403
H43 7.7591 -7.0598 2.5903
H44 6.1191 -6.7193 3.2332
H45 6.5561 -8.2912 2.3641
C21 -5.7541 -0.7841 -5.3387
C22 -7.1610 -0.2495 -5.3674
O9 -7.4785 0.3276 -4.1201
P2 -6.7999 1.7255 -3.5636
O10 -5.3428 1.9355 -3.8297
O11 -7.7805 2.7901 -4.1667
C23 -7.5574 4.1511 -4.0496
C24 -7.3813 4.7577 -5.5008
O12 -7.1585 1.7353 -2.0070
C25 -6.2226 2.0823 -0.9376
C26 -5.5915 0.7692 -0.5966
H46 -5.0180 -0.0004 -5.5178
H47 -5.5384 -1.2804 -4.3925
H48 -5.5580 -1.5902 -6.0458
H49 -7.2827 0.6082 -6.0290
H50 -7.8699 -1.0206 -5.6687
H51 -8.4652 4.6394 -3.6951
H52 -6.6462 4.4124 -3.5116
H53 -7.9691 4.1904 -6.2224
H54 -7.7353 5.7748 -5.6694
H55 -6.3035 4.6928 -5.6498
H56 -5.5230 2.7744 -1.4063
H57 -6.5220 2.6292 -0.0435
H58 -6.2753 0.2781 0.0958
H59 -5.3834 0.2330 -1.5224
H60 -4.5898 0.9461 -0.2048
C27 -0.5986 1.0318 3.4804
C28 -1.2268 0.9450 4.8831
O13 -0.1219 0.3978 5.5551
P3 0.6273 1.0993 6.8154
O14 0.3095 2.5370 7.0033
O15 0.2859 0.1807 8.0280
C29 0.4113 0.6431 9.3202
C30 -0.8627 1.3526 9.7878
O16 2.1479 0.8414 6.3691
C31 2.8848 -0.3283 6.6763
C32 2.4767 -1.4581 5.7517
H61 0.1801 1.7716 3.6662
H62 0.1178 0.2277 3.3120
H63 -1.3076 1.1594 2.6624
H64 -1.4331 1.9047 5.3570
H65 -2.1382 0.4158 5.1612
H66 0.5081 -0.2280 9.9683
H67 1.3944 1.0989 9.4382
H68 -0.5727 1.6793 10.7864
H69 -1.1463 2.1661 9.1201
H70 -1.6887 0.6450 9.8591
H71 3.9046 -0.0144 6.4537
H72 2.8074 -0.5173 7.7470
H73 3.3768 -1.8556 5.2828
H74 2.1649 -2.3530 6.2901
H75 1.7829 -1.2385 4.9402

Results
LUMO level	-0.4	eV
total charge	0
gap between HOMO and LUMO	8.7	eV

Entry from the Open Molecules 2025 dataset: a molecular structure, C61H58ClIN2O2P2PtSeSi (ωB97M-V/def2-TZVPD).

CARTESIAN COORDINATES (ANGSTROEM)
Pt1 -0.3104 0.1103 0.6167
I1 -1.9234 1.9494 -0.7427
C1 -3.6910 1.5848 0.3212
C2 -4.3209 2.7320 0.7260
C3 -5.5979 2.6978 1.3136
C4 -6.2272 1.4996 1.4431
C5 -5.5980 0.2965 1.0395
C6 -6.3314 -0.9103 1.1565
C7 -5.7940 -2.0957 0.7661
C8 -4.4648 -2.1174 0.3101
C9 -3.6915 -0.9820 0.2035
P1 -1.9562 -1.3274 -0.2350
C10 -1.7945 -1.3084 -2.0283
C11 -2.9059 -1.3723 -2.8616
C12 -2.7323 -1.3778 -4.2395
C13 -1.4556 -1.3156 -4.7781
C14 -0.3434 -1.2413 -3.9473
C15 -0.5105 -1.2386 -2.5730
C16 -1.6513 -3.0146 0.2986
C17 -1.8117 -3.3502 1.7593
C18 -1.6565 -4.8571 2.1298
C19 -1.1675 -5.7584 1.0470
C20 -0.9635 -5.3296 -0.1952
C21 -1.2464 -3.9434 -0.5770
C22 -4.2765 0.2978 0.5058
H1 -3.8413 3.6904 0.5728
H2 -6.0740 3.6182 1.6227
H3 -7.2286 1.4407 1.8506
H4 -7.3393 -0.8600 1.5493
H5 -6.3577 -3.0164 0.8263
H6 -4.0380 -3.0775 0.0464
H7 -3.9031 -1.4176 -2.4420
H8 -3.5955 -1.4345 -4.8894
H9 -1.3229 -1.3208 -5.8521
H10 0.6498 -1.1821 -4.3731
H11 0.3577 -1.1917 -1.9196
H12 -2.7423 -2.9304 2.1442
H13 -2.5535 -5.2875 2.5806
H14 -0.9945 -6.7967 1.3041
H15 -0.6159 -6.0052 -0.9656
H16 -1.1332 -3.6868 -1.6233
Cl1 2.5566 5.2546 4.0803
C23 2.3367 3.9680 2.9673
C24 2.9356 2.7294 3.2289
C25 2.7400 1.6890 2.3582
C26 1.9631 1.8569 1.1782
C27 1.8458 0.8080 0.2377
C28 1.3858 3.1368 0.9376
C29 1.5655 4.1718 1.8207
H17 3.5549 2.6168 4.1092
H18 3.2197 0.7344 2.5348
H19 2.4522 -0.0762 0.3833
H20 1.5774 1.0812 -0.7843
H21 0.8333 3.2707 0.0170
H22 1.1387 5.1483 1.6343
O1 0.3915 2.2553 -2.1490
P2 1.0015 3.1673 -3.1848
C30 0.8700 2.5176 -4.8502
C31 1.9591 2.4432 -5.7144
C32 1.7870 1.9739 -7.0103
C33 0.5280 1.5897 -7.4466
C34 -0.5635 1.6640 -6.5875
C35 -0.3941 2.1209 -5.2921
C36 0.2136 4.7813 -3.2151
C37 -0.2782 5.3133 -2.0230
C38 -0.8472 6.5768 -2.0034
C39 -0.9260 7.3180 -3.1760
C40 -0.4388 6.7955 -4.3657
C41 0.1297 5.5297 -4.3877
C42 2.7424 3.4313 -2.8298
C43 3.2900 4.7029 -2.6861
C44 4.6301 4.8497 -2.3489
C45 5.4246 3.7304 -2.1563
C46 4.8846 2.4563 -2.3006
C47 3.5496 2.3068 -2.6343
H23 2.9407 2.7579 -5.3832
H24 2.6355 1.9187 -7.6791
H25 0.3935 1.2385 -8.4613
H26 -1.5472 1.3731 -6.9335
H27 -1.2467 2.1754 -4.6237
H28 -0.2191 4.7344 -1.1088
H29 -1.2277 6.9867 -1.0766
H30 -1.3700 8.3047 -3.1621
H31 -0.5032 7.3720 -5.2788
H32 0.5033 5.1260 -5.3209
H33 2.6758 5.5819 -2.8367
H34 5.0510 5.8405 -2.2404
H35 6.4697 3.8480 -1.9004
H36 5.5092 1.5839 -2.1587
H37 3.1333 1.3120 -2.7522
C48 1.6354 -5.1254 4.1024
N1 0.7466 -4.9873 2.9448
N2 1.3246 -4.0188 2.0638
C49 0.6563 -2.8584 1.9878
O2 1.0227 -1.8540 1.3621
C50 -0.6382 -3.0073 2.7234
C51 -0.6104 -4.4722 3.2240
C52 -1.1014 -4.7316 4.6290
C53 2.4538 -4.4124 1.2821
C54 2.5542 -5.7380 0.8791
C55 3.6429 -6.1354 0.1195
C56 4.6246 -5.2207 -0.2354
C57 4.5183 -3.9035 0.1840
C58 3.4380 -3.4904 0.9510
H38 2.6070 -5.4619 3.7455
H39 1.2424 -5.8897 4.7674
H40 1.7706 -4.1860 4.6534
H41 -0.8037 -2.1973 3.4294
H42 -2.1057 -4.3173 4.7356
H43 -0.4659 -4.2731 5.3864
H44 -1.1688 -5.8022 4.8291
H45 1.7873 -6.4426 1.1679
H46 3.7241 -7.1683 -0.1920
H47 5.4751 -5.5370 -0.8241
H48 5.2895 -3.1887 -0.0718
H49 3.3646 -2.4698 1.2927
C59 1.2949 -0.5510 4.5971
Si1 -0.3131 0.3659 4.7944
C60 -0.1419 2.1005 5.4168
C61 -1.5765 -0.6159 5.7395
Se1 -1.4591 0.6802 2.7381
H50 1.2521 -1.4974 5.1427
H51 2.1141 0.0378 5.0139
H52 1.5290 -0.7672 3.5539
H53 0.3276 2.0735 6.4053
H54 -1.1112 2.5901 5.5202
H55 0.4876 2.7053 4.7649
H56 -1.1907 -0.8112 6.7450
H57 -1.7800 -1.5827 5.2744
H58 -2.5191 -0.0762 5.8406

Results
LUMO level (alpha / beta)	-4.4 / -7.4	eV
<S²>	6.047
multiplicity	5
total charge	+2
gap between HOMO and LUMO (alpha / beta)	7.5 / 5.2	eV